ORCA calculation (ωB97M-V/def2-TZVPD) on a structure of composition C26H96AgCsO39P.

Computed properties:
* ⟨S²⟩: 0.753
* F_max: 3.18 eV Å⁻¹
* total energy: -4490.96378 a.u.
* HOMO (alpha / beta): -9.291 / -9.291 eV

```
! RIJCOSX wB97M-V def2-TZVPD def2/J DEFGRID3
* xyz 0 2
Cs 2.28 -2.23 -9.32
Ag 5.30 -0.78 -3.99
P 3.38 -1.08 -5.98
O 2.27 -4.13 -6.89
O 3.69 -0.31 -7.30
O -2.54 -0.35 -3.67
O -0.01 2.49 -2.22
O 7.47 2.50 -7.37
O 5.43 -3.37 -7.59
O 2.01 0.87 -9.03
O -1.33 -4.89 -8.80
O 5.29 0.52 -1.98
O 6.31 2.24 -11.67
O 4.86 1.83 -6.88
O 7.19 -4.98 -1.44
O 3.75 -4.15 -4.20
O 1.10 1.85 0.55
O 4.52 -2.03 -5.53
O 4.65 -2.52 -11.50
O -2.02 -7.71 -9.11
O 4.90 -2.27 -2.42
O 1.91 1.67 -6.34
O 6.72 -3.56 -5.07
O -0.83 -4.82 -2.07
O 3.96 -5.07 -9.84
O 6.06 -6.08 -3.93
O 2.39 1.09 -2.91
O 3.37 -0.06 -4.83
O 2.26 -1.44 -1.13
O 7.32 -1.33 -11.26
O 9.71 0.93 -8.57
O 1.32 -2.28 -3.43
O -0.06 -0.44 -5.42
O 3.96 3.90 -11.74
O 7.52 -1.25 -3.80
O 2.48 4.33 -6.48
O -3.67 0.02 -0.18
O 6.23 1.17 -4.66
O 2.01 -1.79 -6.00
O 5.33 -0.40 -9.47
O 0.04 3.39 -5.11
O -0.19 -2.81 -7.11
C 4.46 1.66 -1.73
C 3.34 2.05 -2.75
C -0.85 -7.14 -9.53
C 6.80 -3.06 -7.42
C 3.47 -5.27 -5.06
C 5.09 1.73 -12.18
C 7.96 2.73 -8.70
C 0.39 -4.15 -2.17
C -0.45 -6.03 -8.66
C -2.48 0.09 -2.32
C 1.31 5.13 -6.23
C 5.78 -3.02 -12.22
C 0.51 3.08 0.15
C -1.31 -2.00 -6.79
C 3.98 2.51 -11.43
C -3.83 -0.15 -1.58
C 6.76 -1.85 -12.48
C -0.54 2.83 -0.92
C 2.13 -5.12 -5.87
C 0.72 4.61 -4.92
C 5.55 -6.26 -2.67
C 7.39 -3.93 -6.26
C 6.46 -6.22 -1.42
C 0.18 -3.09 -3.23
C -0.97 -0.54 -6.54
C 8.68 1.47 -9.37
H 5.88 1.44 -5.50
H -4.55 0.56 -1.99
H 5.93 0.29 -9.18
H 7.68 -2.20 -3.78
H 0.54 5.21 -6.99
H 2.12 -0.52 -1.34
H 0.03 5.40 -4.66
H -0.18 -3.71 -4.06
H 2.46 0.92 -6.11
H 6.31 3.12 -12.05
H 0.52 -5.61 -8.92
H 0.59 -2.46 -6.67
H 4.48 -2.37 -1.56
H 0.46 1.37 1.08
H -1.78 0.15 -6.32
H 0.80 -0.84 -5.57
H 4.98 0.66 -12.00
H 2.42 0.57 -8.22
H 0.10 3.42 1.10
H 7.67 -4.97 -2.28
H 2.84 2.93 -2.33
H 6.34 -5.18 -4.11
H 7.25 -6.96 -1.54
H 8.45 -3.78 -6.07
H -1.02 -6.76 -10.54
H 0.56 -3.65 -1.21
H 4.16 2.43 -7.14
H 5.66 0.32 -1.12
H 2.60 0.68 -3.76
H 8.92 1.88 -10.35
H 4.19 -5.50 -5.85
H 4.65 -3.05 -2.90
H -1.63 -0.50 -2.01
H 5.13 1.95 -13.25
H 7.23 -5.00 -6.43
H 7.17 -3.39 -8.39
H 4.40 -4.90 -9.01
H 8.39 -0.86 -3.72
H 4.44 0.97 -6.88
H 6.69 1.94 -4.33
H 2.21 -3.29 -6.44
H -1.67 -2.38 -5.84
H -2.68 -7.07 -8.85
H 1.43 4.49 -4.10
H 7.95 0.73 -9.68
H 5.88 -6.39 -0.51
H 3.75 -3.42 -4.81
H -0.30 3.12 -4.25
H 8.67 3.56 -8.57
H 4.11 2.23 -10.39
H 5.84 -3.28 -5.32
H 0.82 2.00 -2.15
H 5.34 -3.25 -13.18
H 4.54 -0.28 -8.95
H 4.99 -7.18 -2.80
H 4.93 -2.88 -6.93
H 1.44 1.59 -8.76
H 10.45 1.22 -9.10
H 3.84 2.30 -3.69
H 1.18 -4.84 -2.46
H 4.67 -5.32 -10.44
H 4.85 -5.43 -2.59
H -4.42 -0.40 0.25
H 3.02 2.02 -11.63
H 2.23 3.44 -6.74
H 1.43 -1.87 -4.29
H 6.25 -3.91 -11.82
H -1.07 -4.30 -8.09
H 1.73 6.14 -6.23
H 3.41 -6.20 -4.48
H 7.08 2.98 -9.29
H 1.29 3.71 -0.28
H -0.36 -0.13 -7.35
H 5.00 2.55 -1.40
H -4.28 -1.10 -1.86
H 1.83 -6.03 -6.39
H -0.14 -7.96 -9.65
H 1.14 1.59 -5.79
H -0.75 -5.55 -1.44
H 6.57 -0.90 -10.82
H -2.19 1.14 -2.35
H 6.38 -1.00 -13.04
H -2.17 -2.03 -7.46
H 2.05 -1.91 -1.94
H 4.01 1.29 -0.81
H 7.01 -2.00 -7.27
H 3.50 4.45 -11.11
H -1.10 3.76 -1.02
H -1.66 -0.37 -4.06
H -0.47 -6.42 -7.65
H -1.36 2.21 -0.57
H 5.07 -2.31 -10.66
H 1.35 -4.73 -5.22
H 6.56 2.21 -7.41
H 7.58 -2.18 -13.11
H -0.61 -2.46 -2.83
*
```


ORCA calculation (ωB97M-V/def2-TZVPD) on a cluster of 3 separate species, C27H57BN2O2 in total.

Computed properties:
* ⟨S²⟩: 2.008
* F_max: 0.43 eV Å⁻¹
* total energy: -1347.67294 a.u.
* HOMO (alpha / beta): -7.846 / -9.147 eV

```
! RIJCOSX wB97M-V def2-TZVPD def2/J DEFGRID3
* xyz 0 3
O 2.60 -0.98 2.55
O -2.00 -1.73 -0.40
N 2.94 -0.36 3.62
N -2.39 -2.15 0.75
C -0.86 -3.93 1.44
C -0.45 -3.09 2.64
C 5.38 -0.48 3.78
C 4.24 1.60 2.93
C -0.62 -1.60 2.35
C -3.04 -1.33 3.04
C 3.98 -0.73 5.88
C -3.33 -1.53 -3.60
C 5.44 1.04 3.69
C 0.12 4.60 -6.37
C 2.89 1.14 3.51
C -2.75 -0.17 -3.15
C 1.76 1.51 2.56
C -2.03 -1.23 1.89
C -0.91 3.01 -4.66
C 2.61 1.81 4.86
C -2.06 0.20 1.37
C 1.03 5.26 -8.68
C -2.21 2.33 -4.17
C -2.51 -4.30 -0.42
C -4.73 -1.81 -3.05
C -0.10 5.41 -7.66
C 4.07 -1.01 4.37
C -2.28 -3.64 0.94
C -1.03 3.65 -6.04
C 3.96 -2.51 4.16
C -3.34 -4.17 1.91
B -2.20 0.77 -4.27
H 4.47 -1.55 6.41
H -4.27 -3.62 1.81
H 1.05 4.03 -6.46
H -3.04 0.44 0.94
H -2.84 -0.51 3.73
H -5.34 -2.39 -3.75
H -3.02 -4.13 2.95
H 1.93 1.13 1.56
H 4.26 2.69 2.93
H -3.35 -1.59 -4.70
H -2.98 -2.26 3.60
H 2.95 -0.69 6.21
H -1.87 0.88 2.20
H -5.27 -0.88 -2.85
H -1.31 0.36 0.60
H 0.25 5.27 -5.52
H 5.50 -0.90 2.78
H -3.48 0.37 -2.54
H -3.04 2.66 -4.82
H 2.40 2.86 4.68
H 1.01 4.26 -9.12
H -0.11 2.27 -4.70
H -1.72 0.27 -5.26
H -3.54 -5.21 1.67
H -0.23 6.47 -7.42
H 1.68 2.60 2.52
H 0.94 5.98 -9.49
H 5.50 1.49 4.69
H 1.73 1.36 5.33
H -2.45 -5.38 -0.28
H -1.90 -0.34 -2.48
H 6.36 1.34 3.18
H 3.00 -2.89 4.52
H -1.98 4.20 -6.11
H -1.01 -3.38 3.53
H 2.00 5.39 -8.20
H -1.04 5.09 -8.12
H -1.07 2.86 -6.80
H 0.09 -1.31 1.57
H -2.48 2.66 -3.16
H -4.06 -1.22 2.66
H -1.76 -4.00 -1.14
H -2.66 -2.32 -3.27
H 4.76 -3.00 4.73
H -0.80 -5.00 1.68
H 3.44 1.76 5.56
H 6.21 -0.86 4.39
H -4.69 -2.36 -2.11
H -0.16 -3.75 0.62
H -3.49 -4.04 -0.81
H -0.59 3.77 -3.94
H 4.48 0.19 6.18
H 4.06 -2.78 3.11
H 0.81 1.11 2.92
H 4.29 1.27 1.89
H -0.38 -1.01 3.23
H 0.60 -3.28 2.87
*
```


ORCA calculation (ωB97M-V/def2-TZVPD) on the ion C3H5N2OS with charge +1.

Computed properties:
* F_max: 6.73 eV Å⁻¹
* total energy: -699.80483 a.u.
* HOMO: -13.060 eV
* ΔE to the lowest compared entry with this formula, charge and spin: 106.90 kcal per mole
* SMILES: ON1C=CS[NH+]=C1

```
! RIJCOSX wB97M-V def2-TZVPD def2/J DEFGRID3
* xyz 1 1
S -2.14 -0.30 0.00
O 2.17 0.01 0.88
N -0.96 -1.43 -0.57
N 0.82 0.09 0.70
C 0.15 1.21 0.44
C -1.13 1.17 0.10
C 0.28 -1.32 -0.30
H 0.60 2.14 0.52
H 1.03 -2.02 -0.62
H 2.48 0.49 0.10
H -1.46 -2.08 -1.12
H -1.84 2.03 -0.12
*
```


ORCA calculation (ωB97M-V/def2-TZVPD) on a structure of composition C4H11CdN2S.

Computed properties:
* F_max: 2.62 eV Å⁻¹
* total energy: -834.30790 a.u.
* HOMO (alpha / beta): -0.592 / -0.302 eV
* ΔE to the lowest compared entry with this formula, charge and spin: 0.00 kcal per mole

```
! RIJCOSX wB97M-V def2-TZVPD def2/J DEFGRID3
* xyz -1 1
Cd 0.58 0.41 -0.23
S -1.46 -0.43 3.92
N -1.03 -0.19 -1.78
N -0.73 -0.50 1.46
C 2.25 1.66 -2.46
C -1.49 -1.96 3.08
C -1.05 -1.82 1.78
C -0.87 0.35 2.51
H -1.01 -1.21 -1.94
H -1.02 0.25 -2.70
H 3.18 2.21 -2.35
H -0.60 1.41 2.48
H 1.43 2.25 -2.04
H 2.39 0.69 -1.96
H -1.80 -2.89 3.53
H -0.92 -2.61 1.04
H 2.05 0.88 0.51
H 2.04 1.49 -3.52
H -1.93 0.01 -1.35
*
```


ORCA calculation (ωB97M-V/def2-TZVPD) on a cluster of 2 separate species, C5H5FO2 in total.

Computed properties:
* F_max: 6.27 eV Å⁻¹
* total energy: -443.70140 a.u.
* HOMO: -8.472 eV
* ΔE to the lowest compared entry with this formula, charge and spin: 95.91 kcal per mole

```
! RIJCOSX wB97M-V def2-TZVPD def2/J DEFGRID3
* xyz 0 1
F 0.21 -2.02 1.57
O -0.52 2.41 1.59
O -0.43 0.24 1.89
C 0.03 -0.50 -0.29
C -0.61 1.20 1.00
C 0.43 -1.48 -1.36
C -0.30 1.00 -0.26
C -0.16 -0.84 0.97
H 0.38 3.16 0.86
H 1.50 -1.76 -1.01
H 0.53 -0.89 -2.24
H -0.38 -2.28 -1.63
H -0.67 1.75 -1.09
*
```


ORCA calculation (ωB97M-V/def2-TZVPD) on the ion C2H5O3P2 with charge -1.

Computed properties:
* F_max: 3.77 eV Å⁻¹
* total energy: -987.72285 a.u.
* HOMO: -4.786 eV
* ΔE to the lowest compared entry with this formula, charge and spin: 31.76 kcal per mole

```
! RIJCOSX wB97M-V def2-TZVPD def2/J DEFGRID3
* xyz -1 1
P 1.22 0.42 0.15
P -1.08 0.63 0.27
O 1.58 1.37 -0.91
O 2.01 0.55 1.37
O -1.87 -0.46 0.78
C 0.98 -1.31 -0.40
C -1.63 1.57 -0.94
H 2.02 -1.68 -0.19
H -2.77 1.65 -0.81
H 0.28 -1.65 0.40
H -1.23 2.56 -1.11
H 0.59 -1.73 -1.39
*
```